(1)
{"formula": "C49H45As2GeN3O8Ti", "method": "ωB97M-V with the def2-TZVPD basis set", "species": ["Ti", "C", "C", "N", "C", "C", "C", "C", "C", "C", "C", "N", "C", "C", "C", "C", "C", "C", "C", "C", "N", "C", "H", "H", "H", "H", "H", "H", "H", "H", "H", "H", "H", "H", "C", "Ge", "C", "C", "C", "C", "C", "C", "C", "C", "C", "C", "C", "C", "C", "C", "C", "C", "H", "H", "H", "H", "H", "H", "H", "H", "H", "H", "H", "H", "H", "H", "H", "C", "O", "C", "O", "C", "C", "As", "C", "C", "C", "As", "C", "C", "O", "O", "C", "C", "O", "O", "C", "C", "O", "O", "C", "H", "H", "H", "H", "H", "H", "H", "H", "H", "H", "H", "H", "H", "H", "H", "H", "H", "H"], "xyz": [[1.624732, 0.107186, 0.446270], [2.432267, -3.598228, 2.576808], [1.888786, -2.346811, 2.251112], [2.343890, -1.615428, 1.257565], [3.438124, -2.065809, 0.528690], [4.056653, -3.287835, 0.831929], [3.497008, -4.067166, 1.867761], [5.221821, -3.662392, 0.119150], [5.729132, -2.819832, -0.822748], [5.101746, -1.586176, -1.123879], [3.959107, -1.204778, -0.481895], [3.265285, 0.007119, -0.640123], [3.991718, 1.219065, -0.560989], [4.875725, 1.742035, -1.457321], [5.497427, 2.995692, -1.211118], [5.242289, 3.710146, -0.080633], [4.341577, 3.195101, 0.885237], [4.016244, 3.843395, 2.096501], [3.133779, 3.266988, 2.961703], [2.523243, 2.052196, 2.611581], [2.792328, 1.422907, 1.484059], [3.725134, 1.964073, 0.630477], [2.007027, -4.159310, 3.397786], [1.065008, -1.935620, 2.821596], [3.936849, -5.030821, 2.102406], [5.705994, -4.603615, 0.348377], [6.632267, -3.092136, -1.354905], [5.530060, -0.943217, -1.881317], [5.085553, 1.213957, -2.378235], [6.190513, 3.387722, -1.945447], [5.714772, 4.670322, 0.089112], [4.468083, 4.802342, 2.326340], [2.882162, 3.732628, 3.904378], [1.774981, 1.599082, 3.247943], [0.852715, 2.603154, -0.892271], [-0.992599, 2.050932, -0.565156], [-1.986395, 3.080946, -1.893683], [-2.241370, 4.414706, -1.555857], [-2.870647, 5.260443, -2.461041], [-3.264755, 4.784991, -3.705344], [-3.022218, 3.462680, -4.046810], [-2.380647, 2.617474, -3.146326], [-1.543266, 2.824254, 1.146972], [-0.610351, 3.535101, 1.859103], [-0.958415, 4.272025, 3.018526], [-2.244377, 4.273794, 3.460850], [-3.242727, 3.532936, 2.778032], [-4.586739, 3.517251, 3.233337], [-5.531635, 2.773992, 2.590363], [-5.177798, 2.008535, 1.453687], [-3.898978, 2.026714, 0.986431], [-2.892189, 2.787246, 1.623005], [1.352382, 2.917143, 0.020806], [0.759649, 3.454763, -1.563420], [1.462966, 1.853456, -1.404570], [-1.951352, 4.800580, -0.583360], [-3.054157, 6.293502, -2.191621], [-3.749534, 5.449222, -4.410194], [-3.329212, 3.090275, -5.017840], [-2.165961, 1.602936, -3.423544], [0.421053, 3.570771, 1.528849], [-0.198307, 4.843586, 3.540696], [-2.520847, 4.832861, 4.347889], [-4.850057, 4.114648, 4.099868], [-6.555071, 2.769748, 2.944656], [-5.924207, 1.404423, 0.950826], [-3.648345, 1.441594, 0.122761], [-3.682370, -0.388657, -3.792613], [-2.527378, -0.360310, -2.925500], [-2.762838, -0.320314, -1.598427], [-3.877539, -0.243603, -1.144118], [-1.540033, -0.489579, -0.760520], [-1.731566, -0.933412, 0.653867], [-2.350913, -2.762200, 0.847850], [-3.950129, -3.002137, -0.248385], [-1.059363, -3.566870, -0.423664], [-0.002614, -2.962772, -0.970647], [0.206295, -1.027440, -1.383803], [0.189421, -1.112704, -3.304947], [1.146529, -3.746098, -1.539706], [2.041914, -3.227289, -2.164659], [1.152815, -5.034545, -1.193050], [2.199283, -5.841166, -1.765475], [-1.434662, -4.968937, -0.883985], [-1.788499, -5.123244, -2.017516], [-1.472928, -5.989657, -0.018517], [-0.960766, -5.820508, 1.314085], [-0.930628, -0.459173, 1.627647], [0.026235, 0.410219, 1.327457], [-0.980970, -0.671242, 2.945656], [-2.234577, -1.011760, 3.566623], [-3.751330, -1.382776, -4.228363], [-3.530194, 0.344085, -4.578648], [-4.584539, -0.159323, -3.240115], [-4.689215, -2.262065, 0.043313], [-4.324988, -4.002102, -0.037647], [-3.740363, -2.909469, -1.310755], [-0.579622, -1.802384, -3.629310], [1.170983, -1.445938, -3.616317], [-0.014404, -0.116516, -3.686246], [2.233944, -6.745788, -1.169162], [3.146968, -5.312176, -1.733902], [1.948167, -6.081008, -2.796304], [-0.800127, -6.822593, 1.696179], [-1.674950, -5.305758, 1.946554], [-0.015962, -5.275591, 1.301450], [-2.230615, -0.523841, 4.536789], [-2.322280, -2.083659, 3.694194], [-3.064038, -0.639197, 2.966793]], "atomic_forces_ev_per_a": [[-0.19, 0.49, -0.93], [-0.15, 0.00, 0.18], [-0.08, -0.07, 0.06], [0.90, -0.92, -0.21], [-0.21, -0.01, 0.28], [0.00, -0.13, -0.11], [0.13, -0.13, -0.04], [-0.08, -0.09, 0.07], [-0.01, 0.20, -0.14], [0.28, -0.23, -0.18], [-0.24, 0.21, 0.23], [1.01, 0.13, -0.29], [-0.14, -0.25, 0.41], [0.18, 0.21, -0.22], [0.02, -0.20, -0.15], [0.00, 0.08, 0.12], [0.03, 0.06, -0.06], [0.12, 0.18, -0.08], [-0.12, -0.08, 0.19], [0.04, 0.02, -0.02], [0.94, 1.15, 0.66], [0.02, -0.06, -0.07], [0.00, 0.01, -0.03], [-0.10, -0.01, -0.02], [0.00, 0.06, -0.01], [-0.02, 0.02, 0.01], [-0.04, 0.03, 0.00], [0.01, -0.05, 0.03], [0.00, 0.03, 0.01], [-0.05, -0.03, 0.01], [-0.01, -0.06, 0.02], [0.02, -0.06, -0.01], [-0.02, 0.00, -0.03], [-0.07, -0.01, 0.04], [0.29, -0.62, 0.08], [-1.39, -0.87, 0.08], [-0.24, -0.06, -0.12], [-0.08, -0.06, -0.11], [0.05, -0.02, 0.04], [0.02, 0.00, 0.02], [0.04, -0.01, 0.06], [0.08, 0.39, -0.05], [-0.01, -0.13, 0.25], [-0.11, 0.13, 0.03], [0.21, -0.09, -0.13], [-0.14, -0.03, 0.05], [0.00, 0.00, 0.04], [0.08, 0.04, 0.02], [-0.05, -0.09, -0.10], [-0.18, 0.04, 0.17], [0.10, 0.12, 0.03], [0.12, 0.13, 0.08], [0.04, 0.07, -0.11], [0.08, 0.01, -0.02], [0.12, 0.05, -0.17], [-0.04, -0.01, -0.03], [-0.01, -0.03, -0.01], [-0.02, -0.03, 0.04], [0.04, 0.01, 0.04], [0.05, -0.01, -0.10], [-0.07, 0.06, 0.09], [-0.04, -0.05, -0.04], [-0.02, 0.00, -0.04], [0.03, -0.06, -0.02], [0.03, -0.01, -0.01], [0.03, 0.06, 0.01], [0.04, -0.17, -0.22], [0.12, -0.07, 0.07], [-0.05, -0.24, -0.05], [0.18, -1.03, 0.20], [-0.12, 0.26, 0.15], [0.24, 3.09, 0.13], [-0.40, -0.78, -0.94], [0.01, 0.00, -0.02], [-0.02, 0.05, -0.05], [-0.40, -0.08, -0.14], [0.56, -0.16, -0.33], [-0.78, -1.42, 0.17], [0.23, 0.19, -0.10], [-0.17, 0.15, 0.16], [0.03, 0.20, -0.14], [-0.06, -0.04, 0.06], [-0.09, 0.04, 0.00], [0.25, -0.01, 0.41], [-0.10, 0.06, -0.07], [-0.01, 0.14, 0.25], [0.13, -0.08, -0.26], [-0.30, 0.75, -0.04], [-0.46, -0.11, 0.95], [-0.04, -0.29, 0.20], [0.04, 0.19, -0.02], [0.02, -0.04, 0.01], [0.08, 0.05, -0.04], [-0.05, 0.05, 0.07], [-0.03, -0.01, 0.02], [0.00, -0.04, -0.02], [-0.03, 0.00, 0.01], [-0.06, -0.06, -0.03], [0.11, -0.04, -0.06], [-0.05, 0.04, -0.08], [-0.02, -0.04, 0.02], [0.05, 0.04, 0.04], [0.00, 0.01, -0.03], [0.04, -0.07, -0.03], [-0.12, 0.05, 0.05], [0.02, 0.01, -0.04], [0.03, 0.04, 0.03], [0.02, -0.15, -0.02], [0.00, 0.05, -0.06]], "mulliken_spin": [0.81, -0.01, 0.08, -0.04, 0.02, -0.01, 0.03, 0.01, 0.00, 0.01, -0.01, -0.04, -0.01, 0.01, 0.00, 0.01, -0.01, 0.02, -0.01, 0.05, 0.02, 0.02, 0.00, 0.00, 0.00, 0.00, 0.00, 0.00, 0.00, 0.00, 0.00, 0.00, 0.00, 0.00, 0.02, 0.02, 0.00, 0.00, 0.00, 0.00, 0.00, 0.00, 0.00, 0.00, 0.00, 0.00, 0.00, 0.00, 0.00, 0.00, 0.00, 0.00, 0.00, 0.00, 0.00, 0.00, 0.00, 0.00, 0.00, 0.00, 0.00, 0.00, 0.00, 0.00, 0.00, 0.00, 0.00, 0.00, 0.00, -0.01, 0.00, -0.02, -0.01, 0.00, 0.00, 0.01, 0.02, 0.03, 0.00, 0.02, 0.00, 0.00, 0.00, 0.00, 0.00, 0.00, 0.00, 0.02, 0.00, 0.00, 0.00, 0.00, 0.00, 0.00, 0.00, 0.00, 0.00, 0.00, 0.00, 0.00, 0.00, 0.00, 0.00, 0.00, 0.00, 0.00, 0.00, 0.00, 0.00], "s_squared": 0.757, "homo_ev": [-9.964, -9.974], "multiplicity": 2, "charge": 1, "lumo_ev": [-2.99, -3.25]}

(2)
{"formula": "C40H41N2O3PSTi", "method": "ωB97M-V with the def2-TZVPD basis set", "species": ["Ti", "O", "S", "O", "N", "C", "C", "C", "C", "C", "C", "C", "C", "N", "C", "C", "C", "C", "C", "C", "C", "H", "H", "H", "H", "H", "H", "H", "H", "H", "H", "H", "C", "C", "C", "C", "C", "C", "C", "C", "C", "C", "C", "C", "O", "H", "H", "H", "H", "H", "H", "H", "H", "H", "H", "H", "H", "H", "H", "H", "H", "H", "C", "P", "C", "C", "C", "C", "C", "C", "C", "C", "C", "C", "C", "C", "H", "H", "H", "H", "H", "H", "H", "H", "H", "H", "H", "H", "H"], "xyz": [[-0.453857, 0.088675, -0.127833], [1.684507, -0.256045, 2.675559], [0.377366, 0.238991, 2.400220], [0.312531, 1.269272, 1.259250], [-0.634370, -0.741964, 1.671825], [-1.016745, -2.081601, 1.833338], [-1.059248, -2.821045, 2.982180], [-1.487540, -4.170512, 2.917315], [-1.873153, -4.736853, 1.733269], [-1.842485, -3.977770, 0.534615], [-2.230230, -4.471681, -0.730588], [-2.165281, -3.654554, -1.829210], [-1.687651, -2.342652, -1.682970], [-1.296223, -1.847968, -0.517035], [-1.396188, -2.648481, 0.594825], [-0.332414, 0.899324, 3.839394], [-1.709485, 1.092862, 3.901910], [-2.251063, 1.625446, 5.058688], [-1.421977, 1.958462, 6.122950], [-0.053668, 1.755617, 6.049820], [0.510323, 1.217830, 4.900936], [-0.769326, -2.387410, 3.927342], [-1.516260, -4.748709, 3.827072], [-2.208969, -5.761272, 1.695806], [-2.582237, -5.490238, -0.820653], [-2.468583, -3.996685, -2.808083], [-1.622364, -1.677984, -2.538268], [-2.341781, 0.819956, 3.071949], [-3.317840, 1.776930, 5.136975], [-1.851406, 2.374588, 7.022104], [0.578097, 2.010804, 6.886941], [1.570338, 1.046482, 4.825963], [-0.640748, 0.020341, -4.265802], [-0.378764, 1.520120, -4.326479], [1.081867, 1.887216, -4.090012], [-1.333374, 2.318998, -3.465764], [-1.957166, 3.420084, -4.051882], [-2.909715, 4.171421, -3.388422], [-3.305077, 3.787967, -2.121879], [-2.723806, 2.696612, -1.479629], [-3.292964, 2.332063, -0.125073], [-2.615763, 3.099715, 1.010524], [-3.410042, 0.845675, 0.160296], [-1.703261, 2.036075, -2.157656], [-1.014387, 1.017975, -1.478119], [0.014790, -0.508811, -4.952825], [-1.669061, -0.205505, -4.540051], [-0.459195, -0.378049, -3.256940], [-0.613433, 1.827436, -5.349107], [1.435545, 1.575762, -3.104897], [1.225015, 2.963113, -4.160730], [1.717785, 1.414620, -4.834428], [-1.686185, 3.676971, -5.064055], [-3.369024, 5.018288, -3.872131], [-4.099800, 4.318946, -1.615981], [-4.332944, 2.682981, -0.169771], [-1.555253, 2.829461, 1.124839], [-3.121553, 2.910564, 1.956197], [-2.659624, 4.171186, 0.821295], [-2.464944, 0.387223, 0.524649], [-3.734988, 0.272724, -0.713661], [-4.109739, 0.656567, 0.978832], [1.977320, -1.082101, -2.534047], [1.904165, -0.766850, -0.739408], [2.964324, 0.649240, -0.401521], [4.172314, 0.521201, 0.277628], [4.953917, 1.645094, 0.501551], [4.531067, 2.891335, 0.063397], [3.313230, 3.024693, -0.591837], [2.528742, 1.906797, -0.817877], [2.682253, -2.243749, -0.041545], [2.143770, -2.978367, 1.004840], [2.774373, -4.129478, 1.454544], [3.959406, -4.544302, 0.870231], [4.517750, -3.804348, -0.162413], [3.884970, -2.663400, -0.621436], [3.018036, -1.007108, -2.855929], [1.393355, -0.355006, -3.101974], [1.606172, -2.087964, -2.736577], [4.504524, -0.440693, 0.642861], [5.894928, 1.542721, 1.021752], [5.146894, 3.760298, 0.238337], [2.972379, 3.994988, -0.918402], [1.563106, 2.035214, -1.316294], [1.243516, -2.653840, 1.494654], [2.342901, -4.693923, 2.267999], [4.455428, -5.434344, 1.225211], [5.448758, -4.115095, -0.611674], [4.345415, -2.100588, -1.419051]], "atomic_forces_ev_per_a": [[0.35, -0.60, -0.32], [-0.14, 0.06, 0.00], [0.03, 0.13, 0.24], [0.08, -0.28, 0.18], [-0.03, -0.27, 0.10], [-0.02, 0.01, 0.15], [-0.11, -0.11, -0.20], [0.00, 0.12, -0.17], [0.05, 0.16, 0.05], [0.04, 0.04, 0.03], [0.03, 0.08, 0.04], [0.08, 0.21, 0.02], [-0.08, -0.10, -0.18], [0.06, 0.12, 0.26], [-0.03, -0.17, 0.15], [0.02, 0.09, 0.03], [-0.01, 0.02, 0.13], [0.01, -0.05, -0.12], [-0.04, 0.00, 0.00], [0.15, -0.08, -0.16], [-0.18, 0.08, 0.06], [0.03, 0.04, 0.10], [0.00, -0.07, 0.08], [-0.04, -0.11, 0.00], [-0.02, -0.05, 0.00], [0.00, 0.01, 0.01], [-0.05, -0.14, 0.10], [-0.08, -0.03, -0.11], [-0.04, 0.00, -0.02], [-0.03, 0.02, 0.06], [0.05, 0.01, 0.03], [0.17, -0.03, -0.01], [-0.01, -0.16, 0.35], [-0.08, 0.06, -0.07], [0.05, 0.03, 0.20], [-0.26, 0.41, -0.35], [0.09, -0.07, 0.05], [0.07, -0.12, 0.06], [0.06, -0.13, 0.01], [-0.23, 0.28, -0.16], [-0.21, 0.15, 0.06], [0.27, -0.01, -0.01], [0.24, -0.43, 0.03], [0.11, -0.57, 0.34], [-0.09, 0.73, -0.18], [0.06, -0.08, -0.11], [-0.13, 0.00, -0.05], [-0.14, 0.20, -0.52], [0.04, -0.03, 0.02], [-0.10, 0.12, -0.27], [0.01, 0.08, -0.03], [0.10, -0.07, -0.10], [0.01, 0.04, -0.15], [-0.05, 0.09, -0.05], [-0.04, 0.06, 0.02], [0.18, -0.01, 0.03], [-0.27, 0.05, -0.06], [-0.03, -0.02, 0.08], [0.02, 0.01, 0.00], [-0.45, 0.16, 0.06], [0.01, 0.08, 0.11], [0.03, 0.05, -0.07], [0.07, 0.18, -0.10], [0.11, -0.04, -0.20], [-0.02, 0.00, 0.00], [0.02, 0.02, 0.02], [-0.03, 0.02, -0.02], [-0.03, -0.08, -0.03], [-0.01, -0.09, 0.02], [-0.18, 0.16, -0.05], [0.03, 0.03, -0.07], [-0.03, -0.03, 0.06], [0.03, 0.05, -0.03], [-0.05, 0.04, 0.03], [-0.01, 0.02, -0.01], [-0.07, -0.05, 0.01], [-0.06, -0.07, 0.01], [0.36, -0.30, 0.30], [-0.01, 0.02, 0.01], [-0.01, -0.01, -0.01], [0.05, 0.01, 0.03], [0.04, 0.07, 0.02], [-0.02, 0.09, -0.03], [0.30, -0.05, 0.25], [-0.08, 0.03, 0.02], [-0.03, -0.03, 0.05], [0.04, -0.09, 0.02], [0.07, -0.02, -0.03], [0.02, 0.06, -0.11]], "lowdin_charge": [0.99, -0.22, 0.71, -0.37, -0.24, -0.26, 0.03, -0.02, 0.01, -0.12, 0.06, 0.01, -0.06, 0.02, -0.16, -0.29, -0.05, -0.04, -0.03, -0.03, -0.02, 0.13, 0.12, 0.13, 0.14, 0.13, 0.10, 0.10, 0.12, 0.12, 0.12, 0.12, -0.07, -0.34, -0.04, -0.12, -0.01, -0.03, -0.01, -0.12, -0.35, -0.03, -0.04, -0.16, -0.20, 0.10, 0.10, 0.02, 0.14, 0.03, 0.10, 0.10, 0.13, 0.12, 0.13, 0.15, 0.07, 0.08, 0.10, 0.02, 0.11, 0.11, -0.19, 1.04, -0.37, -0.06, -0.04, -0.04, -0.04, -0.12, -0.35, -0.08, -0.05, -0.04, -0.05, -0.09, 0.07, -0.01, 0.07, 0.11, 0.12, 0.12, 0.12, 0.08, 0.07, 0.11, 0.12, 0.12, 0.11], "homo_ev": -13.795, "charge": 2, "lumo_ev": -6.97}

ΔE to the lowest compared entry with this formula, charge and spin values (in kcal/mol) by entry order: 37.12; 0.48.
Total energy values (in a.u.) by entry order: -10058.18678; -3472.69465.